(1)
The following is a quantum chemistry calculation of the molecule C3H4BrNS at a distorted geometry, from the Open Molecules 2025 dataset.

The geometry in XYZ format:
```
10
Properties=species:S:1:pos:R:3:forces:R:3:nbo_charge:R:1
C 0.3939 0.9316 -0.2530 -1.8 -1.8 1.2 0.029
C 0.5464 -0.5482 -0.0321 -2.1 -1.0 -2.8 -0.572
C -1.8664 0.1966 0.7157 1.7 3.6 1.3 -0.443
N -0.6031 1.6213 0.0200 -2.4 -1.9 1.1 -0.303
S -0.7585 -1.0712 1.1885 1.0 0.3 -0.7 0.267
Br -3.0256 -0.1832 -0.6659 -0.9 -0.1 -1.0 0.100
H 1.2622 1.3464 -0.6002 2.2 1.6 -1.2 0.198
H 0.5480 -1.0920 -1.1162 -0.5 1.1 2.4 0.239
H 1.5008 -0.7566 0.3049 1.9 -0.6 1.2 0.231
H -2.3868 0.7594 1.5844 1.0 -1.2 -1.6 0.254
```
Positions in Å, forces in eV/Å.

Properties
E_HOMO = -9.30 eV
ΔE to the lowest compared entry with this formula, charge and spin = 50.6 kcal/mol
charge = 0

---

(2)
The following is a quantum chemistry calculation of C9H12AsBrNO3ReS as an isolated structure at a distorted geometry, from the Open Molecules 2025 dataset.

The geometry in XYZ format:
```
29
Properties=species:S:1:pos:R:3:forces:R:3:mulliken_spin:R:1
Re 0.7095 0.7728 1.8348 -3.4 -1.6 -2.4 2.534
Br -2.3568 0.8916 3.6366 -0.2 0.6 -0.3 0.030
C -2.2978 1.9748 2.1081 3.3 -0.4 -3.0 0.021
C -3.0733 3.0081 1.6909 -1.0 0.0 0.6 -0.031
C -2.9013 3.6511 0.4493 1.2 -1.5 -0.1 0.074
C -2.0156 3.0397 -0.4003 -0.9 1.3 -3.2 -0.033
C -1.1883 2.0774 -0.0029 1.1 -0.2 0.7 0.066
N -1.2390 1.7001 1.2383 1.1 -3.5 3.2 0.032
C -0.0444 1.6794 -0.8625 1.1 -0.3 -1.8 0.026
O -0.1001 1.9374 -2.0801 1.5 -1.6 4.3 0.072
O 1.0322 1.0331 -0.0382 -2.7 1.8 -4.3 -0.024
H -3.8377 3.0636 2.4075 -1.5 1.6 0.5 -0.001
H -3.2290 4.5305 -0.0290 -1.7 1.0 0.7 0.004
H -1.8753 3.2347 -1.4854 -0.5 0.7 0.9 0.001
C -0.0345 -1.8224 -1.5213 -0.2 -1.6 0.1 0.005
As 1.3610 -2.3151 -0.2496 0.8 1.0 -1.9 0.038
C 2.8676 -1.3961 -1.2502 -1.1 -1.3 1.3 0.012
C 1.7881 -4.2050 -0.1552 0.1 0.6 -0.7 0.012
S 0.8784 -1.6312 1.6725 -0.4 0.1 1.2 0.062
H 0.2640 -2.3809 -2.4456 -0.7 0.6 0.6 0.000
H 0.0383 -0.7494 -1.6792 0.0 -0.1 0.0 0.002
H -1.0332 -2.1360 -1.1229 0.9 0.3 -0.6 0.001
H 2.8696 -1.9827 -2.1711 0.4 0.2 0.0 -0.001
H 3.7723 -1.4844 -0.6423 -0.1 0.2 -0.5 0.001
H 2.5104 -0.3881 -1.4074 0.2 0.2 0.0 -0.003
H 2.0646 -4.4008 -1.1894 -0.2 -0.4 -0.1 0.000
H 0.9361 -4.8112 0.1605 0.3 0.1 0.1 0.001
H 2.7140 -4.3313 0.4134 -0.5 0.0 0.3 0.000
O 1.4203 1.4404 3.1206 2.8 2.3 4.6 0.100
```
Positions in Å, forces in eV/Å.

Properties
multiplicity = 4
E_HOMO (spin up / spin down) = -9.94 / -13.27 eV
ΔE to the lowest compared entry with this formula, charge and spin = 0.0 kcal/mol
charge = +1

---

(3)
The following is a quantum chemistry calculation of a 7-piece molecular cluster, C18H53N3O8 overall at a distorted geometry, from the Open Molecules 2025 dataset.

The geometry in XYZ format:
```
82
Properties=species:S:1:pos:R:3:forces:R:3:lowdin_charge:R:1
C 2.7956 -3.7606 6.3227 -1.5 -1.7 -0.9 -0.113
O 1.6383 -3.2220 5.6247 2.1 1.0 0.1 -0.213
C 1.5926 -1.7407 5.8362 -0.3 -3.3 -0.1 -0.151
C 0.5653 -1.2163 4.8724 -0.1 0.4 0.3 -0.481
C 0.9170 -1.3322 3.4283 1.0 -1.7 -0.1 -0.049
N 0.3590 0.1857 5.1788 -0.6 0.0 0.3 0.052
H 2.6190 -3.8574 7.3939 0.3 1.0 0.3 0.083
H 3.7815 -3.4470 5.9793 -0.2 0.9 0.3 0.086
H 2.8218 -4.8227 6.0789 -0.2 -0.2 -0.4 0.076
H 1.2453 -1.8172 6.8665 0.0 1.5 0.3 0.126
H 2.5917 -1.3206 5.7206 -0.1 0.2 0.0 0.124
H -0.3448 -1.7861 5.0594 -0.2 -0.2 0.0 0.142
H 0.8709 -2.4129 3.2937 0.1 -0.1 -0.7 0.084
H 1.9646 -1.0602 3.2997 0.0 0.3 -0.3 0.086
H 0.2895 -0.8441 2.6826 -0.2 0.2 0.4 0.074
H -0.1790 0.1193 6.0310 -0.1 0.8 0.5 0.082
H -0.3310 0.4115 4.4766 -0.2 1.0 -0.1 0.080
C -4.1858 0.8057 1.3756 -0.2 0.8 0.8 -0.131
O -4.2820 -0.1299 0.3381 0.7 0.4 -0.4 -0.168
C -3.1060 -0.3077 -0.4771 0.3 -1.2 0.7 -0.178
C -3.0277 -1.8100 -0.7822 0.4 0.6 0.4 -0.419
C -2.9224 -2.6978 0.4651 -0.6 0.1 0.6 -0.066
N -1.8753 -2.0822 -1.6708 -1.6 -0.3 -0.2 0.051
H -4.2226 1.8482 1.0593 0.4 0.1 -0.5 0.082
H -3.3490 0.6749 2.0617 0.6 -0.2 -0.4 0.080
H -5.0207 0.7858 2.0760 -0.6 -0.8 -0.4 0.081
H -2.9672 0.3058 -1.3673 -1.2 0.1 -0.4 0.119
H -2.1504 -0.0682 -0.0108 0.0 0.1 1.2 0.103
H -3.9345 -2.1547 -1.2791 0.0 0.4 -0.4 0.136
H -3.6722 -2.5081 1.2331 0.0 0.7 0.1 0.072
H -1.9298 -2.6551 0.9133 0.0 0.0 0.0 0.075
H -3.1918 -3.7311 0.2463 0.5 -0.2 -0.5 0.073
H -1.9835 -3.0846 -1.6121 1.2 -0.5 -0.8 0.063
H -0.9829 -1.8168 -1.2792 0.0 0.0 0.4 0.055
C -1.6572 -2.6311 -8.6800 -0.1 0.3 -0.3 -0.124
O -2.5331 -2.9003 -7.6171 -0.8 -0.3 -0.2 -0.184
C -1.9239 -2.9734 -6.3569 0.0 0.3 0.2 -0.218
C -1.4775 -1.6001 -5.8492 -3.3 -2.7 1.5 -0.282
N -0.2702 -1.2503 -6.3511 2.7 2.3 -1.0 -0.068
C 0.2019 0.0531 -5.8729 0.7 -1.1 0.3 -0.161
C 0.1663 0.3763 -4.3665 -0.2 0.5 0.4 -0.247
O 0.8616 -0.4843 -3.4852 -0.1 -0.3 1.6 -0.177
C 0.8629 0.1221 -2.1453 1.1 0.8 -1.0 -0.099
H -1.4248 -1.5693 -8.7613 0.2 0.1 0.2 0.078
H -2.1538 -2.9021 -9.6117 0.0 -0.3 0.1 0.084
H -0.7317 -3.1945 -8.5610 0.2 -0.1 -0.1 0.083
H -1.1266 -3.7138 -6.4218 0.6 0.1 0.2 0.117
H -2.6179 -3.3874 -5.6254 -0.4 0.0 -0.3 0.120
H -1.5436 -1.6735 -4.7637 0.3 0.1 0.6 0.102
H -2.3341 -0.9688 -6.0853 0.2 0.6 -0.5 0.138
H 0.4297 -1.9750 -6.2809 0.0 0.1 0.3 0.127
H -0.3516 0.8517 -6.3668 -0.2 0.0 0.0 0.118
H 1.2311 0.1133 -6.2269 0.1 0.3 0.1 0.117
H -0.8163 0.4888 -3.9083 -0.6 0.0 -0.6 0.109
H 0.6080 1.3704 -4.2980 0.2 0.4 0.0 0.111
H 1.1998 -0.4608 -1.2881 -0.1 -1.0 -0.7 0.072
H -0.0280 0.6494 -1.8040 -0.6 -0.4 -0.6 0.076
H 1.6219 0.9024 -2.2010 0.2 0.4 0.0 0.071
C -0.8113 4.7137 3.0142 0.8 -1.3 2.0 -0.129
O 0.2139 3.8734 2.4421 -1.4 1.2 -1.9 -0.147
H -1.2821 4.2110 3.8591 -0.1 -0.5 0.2 0.068
H -0.3575 5.5602 3.5295 0.0 0.5 -0.7 0.070
H -1.6893 4.9600 2.4170 0.8 0.1 -0.9 0.078
H 0.7202 3.2951 3.0173 -0.2 -0.1 1.1 0.014
C 3.8807 3.6390 -1.7391 0.9 -0.1 0.3 -0.141
O 5.0620 4.2759 -2.3225 -1.6 -0.1 0.0 -0.126
H 3.2507 4.3377 -1.1885 0.7 0.4 0.3 0.072
H 3.1329 3.2070 -2.4041 0.7 -0.2 -0.9 0.058
H 4.2393 2.8458 -1.0832 -0.3 0.0 0.2 0.071
H 5.8447 3.7435 -2.1626 -0.3 -0.2 0.1 0.063
C 1.6103 1.3114 1.0989 0.9 -1.3 0.5 -0.175
O 0.2031 1.2255 1.0862 0.0 0.0 -0.8 -0.127
H 1.9365 1.0223 2.0979 0.4 1.1 0.4 0.053
H 2.1267 0.5162 0.5612 -0.6 -0.3 -0.8 0.067
H 2.0129 2.2358 0.6848 -0.1 0.2 0.5 0.087
H -0.0571 2.1484 1.1333 -0.6 0.3 0.3 0.050
C 2.2602 3.7716 4.9598 1.5 -2.0 0.9 -0.109
O 1.8348 2.6070 4.2276 -0.7 1.3 -1.0 -0.174
H 1.7410 3.8561 5.9145 -0.5 0.4 -0.2 0.081
H 3.2681 3.4563 5.2298 0.5 0.9 0.3 0.076
H 2.3349 4.6968 4.3884 -0.6 -0.4 -0.3 0.089
H 1.9381 1.7966 4.7318 -0.3 -0.1 0.4 0.054
```
Positions in Å, forces in eV/Å.

Properties
E_HOMO = -8.20 eV
SMILES = COC[C@H](C)N.COC[C@H](C)N.COCCNCCOC.CO.CO.CO.CO
ΔE to the lowest compared entry with this formula, charge and spin = 84.0 kcal/mol
charge = 0

---

(4)
The following is a quantum chemistry calculation of a 2-piece molecular cluster, C8H14SSi2 overall at a distorted geometry, from the Open Molecules 2025 dataset.

The geometry in XYZ format:
```
25
Properties=species:S:1:pos:R:3:forces:R:3:nbo_charge:R:1
Si -4.3001 0.4670 0.9739 0.0 1.1 -2.8 0.547
Si -4.4109 -0.4327 -1.1587 0.4 3.2 -0.5 0.510
S -2.5943 0.6379 -0.5183 -0.8 -0.9 1.8 -0.555
H -4.3560 -0.5427 2.0111 0.3 0.0 0.6 -0.121
H -5.0863 1.7997 1.0845 0.7 -1.2 0.3 -0.094
H -4.5577 0.5254 -2.3505 -0.8 -0.7 0.7 -0.131
H -4.4923 -1.7113 -1.7453 0.3 -1.6 -0.1 -0.150
C 0.1500 -1.7548 1.4674 -4.6 4.4 -1.6 -0.607
C 1.0614 -0.9805 0.5812 0.7 -0.4 -0.4 -0.005
C 1.9241 -1.6984 -0.2445 -0.6 -1.5 -0.6 -0.238
C 2.7369 -1.0306 -1.1419 2.5 -1.5 -0.8 -0.182
C 3.0035 0.3145 -0.9518 -2.0 -1.1 0.8 -0.230
C 2.1572 1.0508 -0.1109 -1.0 0.4 -1.8 -0.008
C 2.1859 2.5484 -0.2289 0.0 0.7 4.0 -0.626
C 1.0922 0.4087 0.5292 1.8 -1.2 -0.3 -0.216
H 0.5655 -2.6137 1.7361 1.7 -3.7 1.5 0.208
H -0.1650 -1.0993 2.3305 0.4 -1.0 -0.6 0.210
H -0.8614 -1.9874 0.8808 2.0 0.4 1.2 0.214
H 1.8735 -2.8328 -0.2513 0.0 1.5 0.0 0.207
H 3.3884 -1.6124 -1.9386 -1.5 1.1 1.8 0.208
H 3.7682 0.7050 -1.5336 1.1 1.3 -0.9 0.207
H 2.6669 2.9143 0.7648 -0.4 -0.1 -1.7 0.210
H 2.6864 2.9721 -1.0451 1.1 0.2 -1.2 0.217
H 1.2176 3.0534 -0.2111 -0.3 -0.5 0.0 0.220
H 0.3461 0.8995 1.0709 -0.9 1.2 0.7 0.206
```
Positions in Å, forces in eV/Å.

Properties
E_HOMO = -8.54 eV
SMILES = [SiH2]1[SiH2]S1.Cc1cccc(C)c1
charge = 0

---

(5)
The following is a quantum chemistry calculation of a 2-piece molecular cluster, C2H7N3O2 overall at a distorted geometry, from the Open Molecules 2025 dataset.

The geometry in XYZ format:
```
14
Properties=species:S:1:pos:R:3:forces:R:3:nbo_charge:R:1
H 2.0387 2.0302 0.0246 0.9 -2.8 0.1 0.363
N 1.8775 0.9510 -0.0355 2.7 -0.2 0.1 -0.611
N 2.9339 0.1667 0.0617 -1.3 5.4 -0.3 0.067
N 2.6488 -1.0549 -0.0407 -2.1 -1.1 0.0 -0.548
H 3.4113 -1.7024 -0.0235 -0.2 -0.3 0.1 0.402
H 1.6191 -1.2179 -0.0460 0.8 -0.9 -0.3 0.408
C -2.8090 0.0905 0.1067 1.8 -1.7 1.6 -0.717
C -1.3195 -0.1664 -0.1581 0.1 0.5 0.8 0.808
O -0.8081 -1.2677 -0.2967 -0.4 0.7 -0.3 -0.654
O -0.6149 0.9543 -0.0286 -2.8 0.3 -0.3 -0.711
H -3.3064 -0.6749 -0.4762 -0.7 0.0 0.5 0.234
H -2.8386 -0.0114 1.2502 -0.5 -0.4 -1.6 0.240
H -3.1358 1.0761 -0.0704 -0.2 1.1 -0.7 0.230
H 0.3031 0.8267 -0.2675 1.8 -0.6 0.1 0.489
```
Positions in Å, forces in eV/Å.

Properties
E_HOMO = -9.70 eV
SMILES = [H]/N=N/N.CC(=O)O
ΔE to the lowest compared entry with this formula, charge and spin = 68.2 kcal/mol
charge = 0

---

(6)
The following is a quantum chemistry calculation of the molecule C20H18N4S at a distorted geometry, from the Open Molecules 2025 dataset.

The geometry in XYZ format:
```
43
Properties=species:S:1:pos:R:3:forces:R:3:nbo_charge:R:1
C -3.6509 2.1077 -2.5470 0.6 1.1 -0.3 -0.644
C -3.8612 1.8989 -1.0433 -0.6 -0.1 -1.7 0.043
C -4.9678 2.5271 -0.5096 -0.6 0.1 0.7 -0.221
C -5.3381 2.3344 0.8358 0.3 0.6 0.1 -0.177
C -4.4940 1.6216 1.6950 -1.2 0.4 -1.5 -0.248
C -3.3846 1.0134 1.0950 -0.6 -1.2 3.3 -0.140
C -3.0449 1.1071 -0.2181 0.4 0.8 -1.0 -0.130
C -1.7660 0.4837 -0.6315 -0.9 -0.7 -0.9 0.225
N -1.6624 -0.0220 -1.8926 1.3 -0.1 0.5 -0.451
C -0.5026 -0.6433 -2.2207 0.2 0.3 2.6 0.243
N 0.4948 -0.9009 -1.3394 -1.3 0.0 -0.6 -0.454
C 0.3117 -0.4320 -0.0911 1.4 -2.2 -5.6 0.362
C -0.7295 0.3363 0.2920 -0.3 0.0 0.0 0.032
N -0.3041 0.8282 1.5010 1.2 1.6 1.4 -0.563
C 1.0816 0.4883 1.6672 0.3 1.4 3.7 0.327
S 2.1367 1.0840 2.9342 -2.0 -0.9 -2.0 -0.260
N 1.3832 -0.4333 0.7216 0.5 0.5 1.4 -0.411
C 2.6339 -1.1700 0.5423 0.5 0.3 0.3 0.116
C 3.8068 -0.5160 0.1711 1.4 1.7 -1.6 0.036
C 3.7963 0.9598 -0.2029 -1.7 1.8 2.1 -0.658
C 5.0364 -1.1827 -0.1297 -1.8 -1.2 1.9 -0.217
C 5.1064 -2.5508 0.2726 -2.0 2.2 -0.5 -0.169
C 3.9241 -3.2151 0.6489 1.4 1.5 -0.2 -0.221
C 2.6938 -2.5317 0.7440 1.2 -1.3 -0.4 0.024
C 1.5672 -3.4607 0.8597 0.1 -0.6 1.9 -0.631
H -4.4599 2.6272 -3.1214 0.2 -0.3 1.2 0.215
H -2.7923 2.8129 -2.5956 -0.2 -0.6 -0.5 0.220
H -3.4530 1.2205 -3.1479 0.3 0.0 0.5 0.249
H -5.5307 3.1931 -1.1844 0.0 -0.6 0.6 0.218
H -6.2652 2.7704 1.2354 0.5 -0.1 -0.3 0.215
H -4.8414 1.5144 2.7279 0.7 -0.3 -0.4 0.225
H -2.9027 0.2721 1.7634 0.3 0.7 -0.6 0.208
H -0.2836 -0.9733 -3.2213 -0.5 0.0 -0.3 0.193
H -0.7393 1.6438 1.9873 0.9 -1.2 -0.5 0.449
H 3.3017 1.7265 0.5657 0.9 -2.1 -1.1 0.241
H 3.1928 1.1307 -1.0792 0.0 -0.1 -0.7 0.220
H 4.7721 1.3984 -0.3130 0.5 -0.3 -0.4 0.222
H 5.9040 -0.6413 -0.5292 -0.5 -0.2 0.4 0.222
H 6.0659 -2.9587 0.2760 1.2 -1.3 -0.1 0.210
H 3.9912 -4.2715 0.8677 -0.3 0.0 0.0 0.215
H 1.2527 -3.7268 1.8710 0.3 0.1 0.2 0.225
H 0.7320 -3.1130 0.3990 -2.6 1.3 -1.4 0.216
H 1.7887 -4.3574 0.3439 0.4 -1.0 -0.4 0.223
```
Positions in Å, forces in eV/Å.

Properties
E_HOMO = -8.06 eV
SMILES = Cc1ccccc1-c1ncnc2c1[nH]c(=S)n2-c1c(C)cccc1C
ΔE to the lowest compared entry with this formula, charge and spin = 45.4 kcal/mol
charge = 0